40
Properties=species:S:1:pos:R:3 method="wB97M-V/def2-TZVPD" mol_weight_g_mol=307.2 total_energy_ha=-1742.1686 de_lowest_ev=0.000 gap_ev=8.913 total_charge=+2
Ti -0.1607 -0.1089 0.0819
N 0.4654 1.7147 1.1058
C 0.5584 1.3773 2.5692
C -0.5685 0.4099 2.8964
O -1.1797 0.4367 3.9170
N -0.8635 -0.4521 1.7982
C -2.2530 -0.9481 1.7230
C -2.8568 -0.5091 0.3814
O -3.9313 -0.7285 -0.0258
O -1.8542 0.1604 -0.3993
H 1.2806 2.2541 0.8279
H -0.3201 2.3579 0.9960
H 0.4569 2.2535 3.2042
H 1.5272 0.9206 2.7745
H -2.8487 -0.5535 2.5478
H -2.3183 -2.0357 1.7749
C 0.7754 -3.0162 -0.1654
C 1.7553 -2.2811 0.7547
N 1.8989 -0.8679 0.2902
C 2.6436 -0.7518 -1.0072
C 2.1556 0.4431 -1.8133
N 0.6622 0.5274 -1.8214
C -0.0352 -0.4208 -2.7653
C -0.0504 -1.8825 -2.2893
N -0.2126 -2.0650 -0.7916
H 0.2240 -3.7588 0.4060
H 1.2889 -3.5488 -0.9625
H 2.7192 -2.7906 0.7549
H 1.3844 -2.2521 1.7759
H 2.4357 -0.3774 1.0001
H 2.5002 -1.6795 -1.5547
H 3.7136 -0.6702 -0.8202
H 2.5436 0.3957 -2.8316
H 2.5189 1.3729 -1.3741
H 0.4036 1.4611 -2.1292
H 0.4535 -0.3911 -3.7404
H -1.0488 -0.0474 -2.8848
H 0.8652 -2.3889 -2.5802
H -0.8647 -2.3889 -2.8038
H -1.1417 -2.4475 -0.6452